The following is a DFT calculation (wB97M-V/def2-TZVPD) of a structure of composition C3H16ClN6O5.

Element x y z (Å)
Cl -0.63756 0.48550 -0.40247
C 1.20019 1.97835 -2.73956
O 1.82944 2.58434 -3.59127
N 0.91688 2.40434 -1.54547
N 0.58393 0.81190 -2.91060
H 1.36746 3.28391 -1.33705
H 0.59991 1.62319 -0.98920
H -0.06974 0.57045 -2.17951
H 0.66622 0.25185 -3.74706
C 2.15840 0.30408 1.59576
O 1.93255 1.35498 2.09902
N 2.74588 -0.68075 2.19898
N 1.54923 -0.05603 0.54280
H 3.23471 -0.52054 3.06816
H 2.79695 -1.59736 1.77789
H 1.45725 -1.01539 0.24070
H 0.84785 0.60624 0.24354
C -1.71567 -2.12222 1.18926
O -2.75803 -1.58056 0.93499
N -1.74311 -3.33351 1.61537
N -0.51774 -1.67666 0.85444
H -0.91118 -3.86017 1.84037
H -2.62010 -3.83420 1.59844
H 0.24967 -2.09113 1.36376
H -0.45599 -0.76777 0.41833
O -2.33205 1.73478 1.05748
H -1.65101 1.29662 0.54714
H -1.86890 2.42346 1.53439
O -2.61655 0.28267 -1.68153
H -1.75811 0.15669 -1.27724
H -2.48077 0.98294 -2.31983

Properties
Charge ... -1
Orbital gap ... 8.677 eV
HOMO energy ... -5.9 eV
Lowest unoccupied orbital energy ... 2.769 eV

=====

The following is a DFT calculation (wB97M-V/def2-TZVPD) of a cluster of 4 separate species, C3H16N2O3 in total.

Element x y z (Å)
C 1.57534 0.12884 0.66399
C 0.67705 0.88350 1.84178
N -0.62659 1.12404 1.35988
C -0.87467 2.17194 0.37318
N -2.20797 1.99334 -0.33623
H 1.16416 -0.80879 0.21393
H 2.47155 -0.12805 1.22269
H 1.87936 0.72299 -0.26953
H 0.63386 0.21144 2.77351
H 1.28839 1.79607 1.82612
H -1.32551 1.10017 2.00893
H -0.11718 2.13673 -0.49818
H -0.84379 3.19580 0.88257
H -1.98874 1.16546 -0.92090
H -2.94828 1.59159 0.30708
H 1.01715 -2.47192 -0.47480
H 1.81284 -2.94141 0.87088
O 1.21002 -3.14605 0.19535
H -0.29695 -1.53392 -0.42252
H -1.48680 -0.57827 -0.18235
O -0.98606 -0.95372 -0.89747
H 0.22667 -1.42973 -3.20770
H 0.59611 -0.57846 -1.99277
O 0.96263 -1.19736 -2.61992

Properties
Charge ... +1
Orbital gap (alpha / beta) ... 11.175 / 6.138 eV
⟨S²⟩ ... 0.755
HOMO energy (alpha / beta) ... -14.6 / -14.6 eV
Multiplicity ... 2
Lowest unoccupied orbital energy (alpha / beta) ... -3.448 / -8.482 eV

=====

The following is a DFT calculation (wB97M-V/def2-TZVPD) of a cluster of 5 separate species, C3H16O4S in total.

Element x y z (Å)
C -2.15335 -0.31440 -0.16082
C -0.64833 -0.69408 -0.34057
S -0.25596 -2.50768 -0.34341
C 0.76177 -2.55590 1.20487
H -2.36598 0.53347 0.49628
H -2.65850 -1.09027 0.38906
H -2.60643 -0.03268 -1.08425
H -0.12326 -0.20223 0.37216
H -0.27214 -0.37089 -1.29800
H 1.03892 -1.53956 1.57953
H 0.24448 -3.11549 1.94896
H 1.68667 -3.02578 0.96970
O 1.80815 1.82869 -1.96791
H 1.94475 1.32883 -2.78364
H 2.67553 1.96609 -1.47354
O -1.63987 0.88744 2.81388
H -1.62280 1.73732 3.02018
H -1.33556 0.41175 3.58131
O 1.68911 -1.11837 -2.81125
H 1.74145 -1.01554 -1.83188
H 0.89645 -1.03978 -3.16500
O 0.53045 3.47320 0.58739
H -0.41200 3.20735 0.52978
H 1.07645 3.24853 -0.23283

Properties
Charge ... 0
Orbital gap ... 9.005 eV
HOMO energy ... -8.5 eV
Lowest unoccupied orbital energy ... 0.478 eV

=====

The following is a DFT calculation (wB97M-V/def2-TZVPD) of a cluster of 5 separate species, C3H16O5 in total.

Element x y z (Å)
C -0.70977 -0.37772 2.89748
C 0.19068 0.43520 1.91533
C -0.60982 1.65053 1.50592
O 0.12125 2.30555 0.33416
H -1.65512 -0.00300 3.01834
H -0.69153 -1.46580 2.64705
H -0.12022 -0.25955 3.84398
H 0.22174 -0.18254 1.01595
H 1.13230 0.74358 2.44279
H -0.36342 2.37744 2.31295
H -1.58094 1.59056 1.08734
H -0.23682 1.97808 -0.49878
O -2.71344 -1.19859 -0.23572
H -2.33745 -1.80970 -0.92017
H -3.60738 -1.64214 0.01166
O -0.61985 -2.04080 -2.14725
H 0.07534 -2.51323 -1.68196
H -0.02418 -1.31090 -2.56940
O 1.86176 -1.11402 -2.43969
H 2.82357 -0.78913 -2.42516
H 1.55775 -0.32709 -1.86199
O 2.19029 0.91885 -0.91447
H 1.75143 1.42653 -0.12741
H 3.10834 0.97090 -0.98372

Properties
Charge ... 0
Orbital gap ... 11.050 eV
HOMO energy ... -10.6 eV
Lowest unoccupied orbital energy ... 0.481 eV

=====

The following is a DFT calculation (wB97M-V/def2-TZVPD) of a structure of composition C3H17AgN4O9.

Element x y z (Å)
Ag 0.41762 1.39842 0.84667
O -1.67165 -2.29319 4.10481
C -1.31180 -1.20353 3.40705
O -2.01106 -0.85960 2.47439
O -0.30390 -0.44167 3.59142
H -2.37941 -2.36881 3.46064
O 2.02334 3.63931 2.94396
H 2.97701 3.57281 2.99214
H 1.79743 4.31608 3.58206
O 3.57000 0.86353 0.60320
H 3.76901 -0.07257 0.62138
H 4.40212 1.28153 0.38163
O 1.19282 3.49243 -1.23324
H 1.12029 4.42939 -1.05132
H 1.64069 3.44593 -2.07791
O -1.92682 3.41632 1.48140
H -2.31779 4.17401 1.04632
H -2.35761 3.38127 2.33546
C -2.03768 0.53354 -3.48848
O -1.65430 0.64695 -2.31853
N -3.14609 0.19252 -3.99553
N -1.15236 0.55802 -4.43913
H -3.27697 0.07940 -4.99059
H -3.73498 -0.26132 -3.31189
H -0.18106 0.78920 -4.28676
H -1.54559 0.78658 -5.34093
C 1.10042 -3.72239 0.32620
O 1.29881 -2.51980 0.35967
N -0.07629 -4.23965 0.06639
N 2.03925 -4.55664 0.47863
H -0.25212 -5.22752 0.18169
H -0.80095 -3.57211 -0.15575
H 2.94015 -4.14297 0.67190
H 1.84948 -5.51547 0.73305

Properties
Charge ... +1
Orbital gap (alpha / beta) ... 8.280 / 6.025 eV
⟨S²⟩ ... 0.758
HOMO energy (alpha / beta) ... -12.0 / -12.0 eV
Multiplicity ... 2
Lowest unoccupied orbital energy (alpha / beta) ... -3.680 / -5.935 eV

=====

The following is a DFT calculation (wB97M-V/def2-TZVPD) of a structure of composition C3H17B2ClCoN3O10.

Element x y z (Å)
Co 1.07237 -0.42002 -0.30339
Cl -0.44528 -1.67341 -3.49109
O 0.04665 -0.99511 -2.33610
O -1.82947 -1.88779 -3.29452
O -0.14776 -0.85543 -4.54529
O 0.24116 -2.94275 -3.74740
B 1.89955 -2.37763 0.55436
H 2.87036 -2.82777 0.41597
H 2.04544 -1.40254 0.99274
H 1.42382 -2.28613 -0.40977
H 1.20056 -2.96782 1.12649
B 2.72319 1.08820 -0.69006
H 2.81875 0.38451 0.12231
H 2.33979 2.05696 -0.40946
H 3.71063 1.12186 -1.12373
H 2.08094 0.58546 -1.39647
C -1.71041 3.10353 -1.60876
N -1.49862 1.93343 -0.72325
O -0.37095 1.45294 -0.72616
O -2.46051 1.39565 -0.11505
H -2.69138 3.55209 -1.45196
H -1.60178 2.64907 -2.59353
H -0.98449 3.89615 -1.42738
C -2.81410 -2.14381 0.34795
N -1.64081 -1.66511 1.09697
O -0.75484 -1.10854 0.43737
O -1.50032 -1.92079 2.27058
H -3.65568 -2.37116 1.00229
H -2.52638 -3.04638 -0.19120
H -3.10331 -1.45686 -0.44739
C 0.75575 2.20814 3.50706
N 0.69809 0.83003 2.89268
O 0.51887 -0.13509 3.61378
O 0.83349 0.71570 1.64269
H 1.67074 2.30824 4.09090
H -0.09397 2.24104 4.18897
H 0.88000 2.96102 2.72871

Properties
Charge ... -2
Orbital gap (alpha / beta) ... 3.582 / 7.142 eV
⟨S²⟩ ... 6.010
HOMO energy (alpha / beta) ... 1.2 / -2.4 eV
Multiplicity ... 5
Lowest unoccupied orbital energy (alpha / beta) ... 4.796 / 4.754 eV

=====

The following is a DFT calculation (wB97M-V/def2-TZVPD) of a cluster of 5 separate species, C3H17NO4 in total.

Element x y z (Å)
C -0.95019 -1.70231 -0.09172
C -0.12375 -0.51686 -0.59093
C 0.91232 -0.73282 -1.74799
N 1.06601 -2.06688 -2.31802
H -0.73249 -2.63227 -0.60991
H -2.02688 -1.51422 -0.09473
H -0.75753 -1.90016 0.95650
H -0.82545 0.23238 -0.95211
H 0.37958 -0.04980 0.25721
H 1.88940 -0.44084 -1.36071
H 0.64544 -0.07326 -2.56164
H 0.60058 -2.13356 -3.20926
H 0.78233 -2.84559 -1.74238
O 2.19778 -0.57339 2.22067
H 1.44292 -0.27916 2.75979
H 2.08796 -0.10881 1.38680
O -0.29595 0.68242 3.08120
H 0.03736 1.32462 3.71843
H -1.01895 1.15615 2.62896
O -0.02968 2.85104 -1.11880
H -0.18049 3.17232 -2.01378
H 0.55448 2.09279 -1.23276
O -1.85876 2.14401 1.24159
H -2.49462 1.51012 0.89716
H -1.30142 2.40408 0.49646

Properties
Charge ... 0
Orbital gap ... 9.601 eV
HOMO energy ... -9.3 eV
Lowest unoccupied orbital energy ... 0.337 eV

=====

The following is a DFT calculation (wB97M-V/def2-TZVPD) of a cluster of 7 separate species, C3H18BrN2O7 in total.

Element x y z (Å)
Br -15.01578 7.28324 6.60865
C -12.42633 9.10475 9.06088
O -11.37412 9.67378 9.42933
N -13.46287 9.68214 8.61619
N -12.60761 7.85849 9.20769
H -14.18457 9.12430 8.18253
H -13.60316 10.67812 8.70818
H -11.99414 7.44170 9.89328
H -13.54398 7.49422 9.10459
C -17.57403 10.33559 6.85651
C -17.46004 10.13674 8.39471
O -17.49437 8.74973 8.77704
O -17.39048 11.69917 6.63315
H -18.54311 10.04910 6.44799
H -16.86891 9.65484 6.37955
H -18.36960 10.69037 8.62775
H -16.64291 10.58034 8.96359
H -16.68811 8.24637 8.64224
H -18.25617 12.11294 6.66429
O -14.80175 5.10712 9.22369
H -13.89753 4.87320 9.43320
H -14.73217 5.66286 8.44745
O -14.48024 3.99385 6.17669
H -14.92414 4.80765 6.41524
H -15.13678 3.31188 6.31848
O -14.20597 10.70788 5.62970
H -14.51752 10.61036 4.72989
H -14.34850 9.84898 6.02744
O -17.83249 5.76107 6.72908
H -18.03271 5.78744 7.66474
H -16.93980 6.10052 6.66504

Properties
Charge ... -1
Orbital gap ... 9.104 eV
HOMO energy ... -6.2 eV
Lowest unoccupied orbital energy ... 2.904 eV